(1)
Here is one molecule with the formula CH4N2OS from the OMol25 dataset. Energies are from ωB97M-V/def2-TZVPD.

Properties
* E: -623.3143 Eh
* strongest force on any atom: 0.0587 hartree/bohr
* SMILES: C1NOSN1
* LUMO: 0.82 eV
* energy relative to the best compared isomer or geometry (same formula, charge and spin): 90.9 kcal/mol
* orbital gap: 9.23 eV
* HOMO: -8.41 eV

Geometry as XYZ:
```
9
CH4N2OS, DFT ωB97M-V/def2-TZVPD
C -0.2297 0.1103 0.0400
N 0.4999 1.3132 -0.2400
O 1.7167 1.2559 0.3379
S 2.3494 -0.3642 -0.1225
N 0.8786 -1.1303 0.0193
H -0.6386 -0.0426 1.0005
H -1.0657 -0.2485 -0.5090
H 0.5856 1.5325 -1.2394
H 0.6380 -1.6210 0.8686
```

Atomic partial charges in e from the Löwdin method, atoms 1 to 5: number 1, C, carries -0.174; number 2, N, carries -0.157; number 3, O, carries -0.461; number 4, S, carries 0.858; number 5, N, carries -0.409

=====

(2)
Here is an isolated ion of composition C4H8BrN2 and charge +1 from the OMol25 dataset. Energies are from ωB97M-V/def2-TZVPD.

Properties
* E: -2840.3085 Eh
* strongest force on any atom: 0.0826 hartree/bohr
* LUMO (alpha / beta): -5.06 / -5.36 eV
* energy relative to the best compared isomer or geometry (same formula, charge and spin): 132.8 kcal/mol
* orbital gap (alpha / beta): 7.78 / 7.41 eV
* HOMO (alpha / beta): -12.84 / -12.76 eV
* charge: +1

Geometry as XYZ:
```
15
C4H8BrN2, DFT ωB97M-V/def2-TZVPD
C 0.5723 1.3669 0.1329
C 1.4438 0.4067 0.3194
C -0.9113 1.1406 0.0812
C -0.5785 -1.2710 -0.6262
N 1.1965 -0.9387 0.4910
N -1.2048 -0.3342 0.2493
Br 2.4711 -2.1514 -0.0795
H 0.8015 2.4130 -0.1076
H 2.4907 0.7020 0.0333
H -1.3004 1.6986 0.9041
H -1.1118 1.3481 -0.9785
H -0.1398 -0.9661 -1.5730
H -0.7538 -2.2651 -0.3099
H -0.7994 -0.7357 1.1824
H -2.1762 -0.4136 0.2811
```

Atomic partial charges in e from the Löwdin method, atoms 1 to 5: number 1, C, carries -0.093; number 2, C, carries -0.298; number 3, C, carries -0.080; number 4, C, carries 0.072; number 5, N, carries -0.503

=====

(3)
Here is one molecule with the formula C3H13NO3Si2 from the OMol25 dataset. Energies are from ωB97M-V/def2-TZVPD.

Properties
* E: -981.4911 Eh
* strongest force on any atom: 0.0915 hartree/bohr
* SMILES: CON([SiH3])[SiH](OC)OC
* LUMO: 0.88 eV
* orbital gap: 9.55 eV
* HOMO: -8.67 eV

Geometry as XYZ:
```
22
C3H13NO3Si2, DFT ωB97M-V/def2-TZVPD
C -0.3495 2.2902 1.7876
O 0.7740 1.6445 1.2494
N 0.4951 0.2813 1.0063
Si 0.7227 -1.0096 2.1563
Si -0.6123 -0.1101 -0.7625
O 0.3520 0.3155 -2.0379
C 0.9944 1.4735 -2.2989
O -1.3098 -1.5495 -0.9429
C -0.8569 -2.9100 -1.2092
H -0.5938 1.9762 2.8541
H -1.1857 2.2874 1.0208
H -0.1551 3.4053 1.8212
H -0.3890 -1.8259 1.6456
H 0.7849 -0.3393 3.4244
H 2.1561 -1.7335 1.9924
H -1.9494 0.5942 -0.7454
H 1.9218 1.1986 -2.7427
H 1.1291 1.9752 -1.3147
H 0.4132 1.9785 -3.0845
H -1.7439 -3.6169 -1.3080
H -0.2920 -3.3838 -0.3983
H -0.3060 -2.9419 -2.1130
```

Atomic partial charges in e from the Löwdin method, atoms 1 to 5: number 1, C, carries -0.158; number 2, O, carries -0.312; number 3, N, carries -0.366; number 4, Si, carries 0.551; number 5, Si, carries 0.528

=====

(4)
Here is a 2-piece molecular cluster, C4H9NO2 overall from the OMol25 dataset. Energies are from ωB97M-V/def2-TZVPD.

Properties
* E: -362.9960 Eh
* strongest force on any atom: 0.0998 hartree/bohr
* SMILES: C/C=N/C(=O)O.C
* LUMO: 0.84 eV
* energy relative to the best compared isomer or geometry (same formula, charge and spin): 56.2 kcal/mol
* orbital gap: 10.80 eV
* HOMO: -9.96 eV

Geometry as XYZ:
```
16
C4H9NO2, DFT ωB97M-V/def2-TZVPD
C 4.0102 0.2647 0.3321
C 2.7924 -0.0934 -0.4681
N 1.7926 -0.4439 0.2054
C 0.4997 -0.8026 0.0286
O -0.0385 -1.8641 -0.0190
O -0.2307 0.3488 -0.0402
H 4.0644 1.2924 0.4126
H 4.9508 -0.1951 -0.2221
H 3.9646 -0.1139 1.2830
H 2.7430 -0.1613 -1.6551
H -1.1248 0.3290 -0.3523
C -3.7738 -0.1182 0.1247
H -4.8928 -0.2872 0.2380
H -3.6124 0.6252 0.9521
H -3.1570 -0.8427 0.4883
H -3.5669 0.3845 -0.9007
```

Atomic partial charges in e from the Löwdin method, atoms 1 to 5: number 1, C, carries -0.059; number 2, C, carries -0.151; number 3, N, carries 0.138; number 4, C, carries -0.610; number 5, O, carries 0.111

=====

(5)
Here is one molecule with the formula C21H21N5O2 from the OMol25 dataset. Energies are from ωB97M-V/def2-TZVPD.

Properties
* E: -1237.0567 Eh
* strongest force on any atom: 0.0887 hartree/bohr
* SMILES: N#Cc1ccc(-c2ccc(C[C@@H](C#N)NC(=O)[C@@H]3CNCCCO3)cc2)cn1
* LUMO: -0.51 eV
* energy relative to the best compared isomer or geometry (same formula, charge and spin): 38.4 kcal/mol
* orbital gap: 8.41 eV
* HOMO: -8.93 eV

Geometry as XYZ:
```
49
C21H21N5O2, DFT ωB97M-V/def2-TZVPD
N -9.5426 -5.0021 1.7462
C -8.5626 -4.3542 1.6283
C -7.3734 -3.6127 1.4167
C -7.2701 -2.7874 0.3144
C -6.1119 -2.0682 0.0956
C -5.0387 -2.1751 1.0047
C -3.8082 -1.3729 0.8579
C -2.6416 -1.6726 1.6250
C -1.4393 -1.0183 1.3667
C -1.3435 -0.0608 0.3840
C 0.0062 0.5500 0.0631
C 0.7655 -0.1865 -1.0105
C 0.2545 0.0136 -2.3713
N -0.1170 0.1055 -3.4602
N 2.1315 0.3792 -1.0423
C 3.1140 -0.0222 -0.1691
O 2.8385 -0.8210 0.7272
C 4.5189 0.4969 -0.3766
C 4.8954 1.4205 0.7837
N 4.3299 2.7818 0.7641
C 4.3513 3.5416 -0.5211
C 5.6286 3.3179 -1.3313
C 5.7915 1.8959 -1.9353
O 4.6196 1.1026 -1.7069
C -2.4720 0.2843 -0.3710
C -3.7010 -0.3672 -0.1179
C -5.2673 -3.0189 2.1234
N -6.3794 -3.6929 2.3247
H -8.0837 -2.7002 -0.4188
H -6.0613 -1.4283 -0.7754
H -2.5771 -2.4629 2.3899
H -0.5531 -1.2883 1.9257
H 0.6187 0.6323 0.9544
H -0.1023 1.5535 -0.2896
H 0.7493 -1.2282 -0.8084
H 2.4302 1.0948 -1.7632
H 5.1610 -0.3847 -0.3011
H 4.5388 0.9870 1.7083
H 5.9962 1.4642 0.8770
H 4.7055 3.3216 1.5462
H 4.2981 4.6487 -0.3463
H 3.4336 3.2625 -1.1032
H 5.5995 4.0294 -2.1583
H 6.4956 3.5984 -0.7251
H 6.7202 1.4504 -1.5539
H 5.8966 1.9737 -3.0291
H -2.3567 1.0622 -1.1120
H -4.5410 -0.0771 -0.7371
H -4.5449 -3.1656 2.9076
```

Atomic partial charges in e from the Löwdin method, atoms 1 to 5: number 1, N, carries 0.157; number 2, C, carries -0.152; number 3, C, carries -0.307; number 4, C, carries -0.017; number 5, C, carries 0.001

=====

(6)
Here is C23H53O5P3Sn as an isolated structure from the OMol25 dataset. Energies are from ωB97M-V/def2-TZVPD.

Properties
* E: -2521.0166 Eh
* strongest force on any atom: 0.0890 hartree/bohr
* LUMO (alpha / beta): -15.79 / -15.99 eV
* energy relative to the best compared isomer or geometry (same formula, charge and spin): 28.1 kcal/mol
* orbital gap (alpha / beta): 5.83 / 4.89 eV
* HOMO (alpha / beta): -21.62 / -20.88 eV
* charge: +4

Geometry as XYZ:
```
85
C23H53O5P3Sn, DFT ωB97M-V/def2-TZVPD
Sn 0.5517 0.9373 -1.0458
C 1.1279 -1.8814 -1.4991
O 1.3724 -2.9357 -1.8981
C -0.6588 1.0319 1.1080
O -0.7655 2.2258 1.1591
P -1.7636 -0.0915 -2.1033
C -3.2487 -0.8674 -1.3047
H -4.0710 -0.8347 -2.0387
C -2.3934 1.5521 -2.7627
H -2.2212 2.2154 -1.8967
C -1.4955 -1.2203 -3.5603
H -1.2694 -2.1861 -3.0764
C 4.0602 -0.6449 -0.4300
P 2.7008 0.1193 0.5827
H 3.7543 -0.4699 2.6589
H 3.7241 -1.6906 -0.5324
C 3.3765 1.8296 1.0194
H 4.4653 1.6576 1.0848
C -1.5628 2.0982 -3.9298
H -1.9195 1.7221 -4.8989
H -0.4888 1.8938 -3.8478
H -1.6662 3.1917 -3.9444
C -3.8963 1.5928 -3.0512
H -4.1137 2.4281 -3.7261
H -4.4781 1.7563 -2.1388
H -4.2648 0.6823 -3.5344
C -2.7563 -1.4102 -4.4024
H -3.6238 -1.7195 -3.8099
H -2.5804 -2.2061 -5.1374
H -3.0135 -0.5043 -4.9631
C -0.2808 -0.8218 -4.4114
H 0.1329 -1.7266 -4.8771
H 0.5296 -0.3692 -3.8264
H -0.5621 -0.1304 -5.2176
C -2.9721 -2.3173 -0.8908
H -3.2435 -3.0307 -1.6795
H -3.5745 -2.5887 -0.0151
H -1.9217 -2.4977 -0.6348
C -3.6420 -0.0167 -0.1060
H -2.8653 -0.1084 0.6592
H -4.5702 -0.3834 0.3529
H -3.7582 1.0479 -0.3399
C 5.4158 -0.6472 0.2857
H 5.3417 -0.7654 1.3721
H 5.9785 0.2697 0.0730
H 6.0090 -1.4939 -0.0861
C 4.1466 -0.0238 -1.8289
H 4.4813 1.0210 -1.7875
C 1.6446 -0.5655 3.0307
H 3.1937 -0.0720 -2.3737
H 4.8842 -0.5865 -2.4175
C 3.0167 -2.3739 1.9380
H 0.8678 -1.3324 2.9139
H 1.9182 -0.5471 4.0955
H 1.1941 0.4117 2.8030
C 2.8544 -0.8667 2.1564
H 2.7065 -2.9072 2.8445
H 4.0621 -2.6498 1.7592
H 2.4100 -2.7470 1.1035
C 2.8660 2.3794 2.3533
H 1.7825 2.5532 2.3295
H 3.3286 3.3560 2.5454
H 3.0983 1.7400 3.2083
C 3.0838 2.8517 -0.0886
H 3.3052 2.4753 -1.0899
H 3.7002 3.7467 0.0704
H 2.0331 3.1829 -0.0720
H 0.1235 -1.3348 0.8594
H -0.5269 -1.3710 0.4519
C -3.5089 1.8115 3.0419
O -3.1233 0.3975 2.9084
P -1.6418 -0.1336 2.6913
O -0.9170 0.0588 4.0955
C -0.6269 1.3899 4.6037
O -1.7719 -1.6934 2.4839
C -1.3073 -2.8599 3.1626
H -4.2363 1.9579 2.2436
H -2.7143 2.5745 2.9343
H -3.9777 1.8906 4.0310
H -1.5117 1.7629 5.1567
H -0.3596 2.1469 3.8398
H 0.2132 1.2101 5.2616
H -0.4084 -3.2759 2.6920
H -1.0786 -2.6873 4.2283
H -2.1032 -3.5824 3.0819
```

Atomic partial charges in e from the Löwdin method, atoms 1 to 5: number 1, Sn, carries 1.232; number 2, C, carries -0.067; number 3, O, carries 0.166; number 4, C, carries -0.331; number 5, O, carries 0.055